No. 1
The following is a quantum chemistry calculation of 2 unconnected molecules or ions with the total composition C13H23N2O9, from the Open Molecules 2025 dataset.

Atoms and positions in Å:
O -2.6579 0.3463 -5.5092
O 1.1859 -0.2376 -2.5272
O 3.8557 -2.8233 2.3469
O -4.1607 -0.9274 -1.9791
O 1.7154 -0.2502 -0.3840
O -0.4161 2.0479 5.5462
O 2.7089 -1.8944 4.6057
O 2.2329 1.6879 4.7699
O 0.6045 -1.1131 2.9962
C -1.5280 0.4144 -5.0411
C 0.9402 -0.5191 -1.3308
C 3.3513 -1.7046 2.2371
C -3.1498 -0.2907 -2.2665
N -3.0908 0.9921 -1.8774
N -1.1669 -0.1619 -3.9029
C -0.4496 1.1793 -5.7685
C -1.9908 1.9498 -1.9990
C -0.1220 1.3491 4.3333
C -0.3998 -1.1980 -0.9759
C 2.9188 -0.9622 3.5141
C 1.2458 0.6737 4.5038
C 1.6325 -0.1614 3.2626
C -1.1478 -1.8798 -2.1445
C -2.0272 -1.0014 -3.0632
H 0.4286 2.3763 5.9088
H 3.3376 -2.6383 4.5117
H 2.3729 2.2367 3.9774
H 0.6938 -1.8416 3.6392
H 3.2807 -1.2296 1.2652
H -3.9214 1.3050 -1.4024
H -0.1964 -0.0649 -3.5988
H 0.3544 0.4909 -6.0226
H -0.8699 1.6169 -6.6714
H -0.0618 1.9579 -5.1143
H -1.9717 2.3607 -3.0087
H -2.1252 2.7634 -1.2864
H -1.0335 1.4669 -1.7937
H -0.9029 0.6073 4.1361
H -0.0951 2.0422 3.4862
H -1.0594 -0.4814 -0.4846
H -0.1877 -1.9778 -0.2404
H 3.7244 -0.2708 3.7770
H 1.1843 0.0084 5.3713
H 1.7549 0.4972 2.3924
H -0.4309 -2.4331 -2.7535
H -1.8110 -2.6244 -1.7013
H -2.5493 -1.6834 -3.7341

Forces on atoms 1 to 6 (eV/Å):
-0.543 -0.047 -0.079
-0.400 -0.098 -0.656
-0.821 1.492 -0.091
0.312 -0.311 -0.154
-0.303 -0.288 0.497
0.082 0.051 0.001

Results
total energy: -1295.94829 Ha
HOMO energy: -5.330 eV
frontier orbital gap: 0.287 Ha
net charge: -1
energy relative to the best compared isomer or geometry (same formula, charge and spin): 18.0 kcal per mole

No. 2
The following is a quantum chemistry calculation of a molecular structure, C13H23N3, from the Open Molecules 2025 dataset.

Atoms and positions in Å:
C -3.2094 -1.7627 0.1147
C -2.8955 -0.4477 -0.7256
C -1.5688 -0.1120 -1.1442
C -1.3578 1.4809 0.9324
C -1.3192 2.7044 -0.0485
C -0.0063 -0.6274 0.8055
C 1.3001 0.2794 1.6080
C 2.2678 -0.0320 0.7272
C 2.9915 -1.2943 0.9641
C 4.0247 -1.5740 -0.0486
C 4.3644 -0.6077 -1.0702
C 3.5846 0.4272 -1.1912
C 2.4978 0.8232 -0.3269
H -2.9751 -3.7507 -0.7036
H -1.3350 -2.7111 0.4368
H -3.2304 -1.3022 1.1186
H -4.1916 -2.4219 0.0235
H -3.5977 -0.7405 -1.6762
H -3.4000 0.4549 -0.3380
H -1.1044 -0.8008 -1.6865
H -1.7492 0.4297 -1.9759
H -2.3230 0.9368 1.0432
H -1.0371 1.4801 2.0795
H -1.8541 2.1399 -0.7639
H -1.6438 3.7340 0.4912
H 0.8592 2.1220 -0.0126
H 0.2152 4.6055 -0.3293
H -0.7523 -1.2767 1.5163
H 0.6191 -1.4548 0.1598
H 1.1288 1.3832 1.7838
H 1.2611 -0.4114 2.5617
H 2.6363 -1.9775 1.8573
H 4.2750 -2.6547 -0.3485
H 4.8156 -0.9550 -2.1852
H 3.8788 1.2723 -1.7811
H 1.7393 1.7679 -0.6759
N -2.1621 -2.6072 -0.6325
N -0.7673 0.4163 -0.0165
N 0.0210 3.0647 -0.5428

Forces on atoms 1 to 6 (eV/Å):
-0.479 0.878 -1.861
-7.454 -2.146 -2.008
0.055 1.304 4.300
-0.472 -2.143 0.173
0.523 2.246 4.271
-0.175 0.352 -0.642

Results
total energy: -672.76815 Ha
HOMO energy: -8.158 eV
frontier orbital gap: 0.313 Ha
net charge: 0
energy relative to the best compared isomer or geometry (same formula, charge and spin): 374.5 kcal per mole

No. 3
The following is a quantum chemistry calculation of 3 unconnected molecules or ions with the total composition C13H23NO5Si, from the Open Molecules 2025 dataset.

Atoms and positions in Å:
O -0.9798 2.6501 4.8518
Si -1.8041 2.8039 3.4180
C -3.6438 3.1183 3.6327
C -4.5286 2.0805 3.7114
C -5.8523 2.3516 3.8319
N -6.3645 3.5709 3.8930
C -5.4865 4.5587 3.8207
C -4.1469 4.3869 3.6921
H -0.7333 3.5229 5.1707
H -1.6722 1.5773 2.6100
H -1.2653 3.9308 2.6271
H -4.1726 1.0653 3.6744
H -6.5461 1.5219 3.8718
H -5.8742 5.5683 3.8617
H -3.4820 5.2307 3.6200
O -0.0822 2.3820 0.2050
C -0.3429 1.2935 -0.2280
O 0.6635 0.4431 -0.4974
C 0.4591 -0.9250 -0.8720
C 0.1959 -1.0619 -2.3569
C -1.7645 0.8866 -0.5415
H -0.3227 -1.3820 -0.2647
H 1.3796 -1.4396 -0.6186
H -0.7164 -0.5449 -2.6554
H 0.1023 -2.1134 -2.6285
H 1.0159 -0.6213 -2.9268
H -2.0357 1.2936 -1.5146
H -2.4164 1.3173 0.2149
H -1.9338 -0.1874 -0.5450
O 2.1955 -3.7815 -1.3761
C 3.1035 -3.4497 -2.0903
O 3.5028 -4.2887 -3.0612
C 4.4661 -3.9335 -4.0568
C 5.8855 -4.1331 -3.5675
C 3.8452 -2.1511 -1.8731
H 4.2888 -2.9198 -4.4194
H 4.2680 -4.6032 -4.8918
H 6.1127 -3.4920 -2.7157
H 6.5972 -3.9113 -4.3630
H 6.0299 -5.1641 -3.2451
H 4.5758 -2.2903 -1.0776
H 3.1286 -1.3966 -1.5659
H 4.3510 -1.7644 -2.7545

Forces on atoms 1 to 6 (eV/Å):
-0.216 0.152 -0.340
-0.047 0.033 -0.491
1.754 -0.335 -0.032
0.639 -0.773 -0.053
-1.409 -0.556 0.115
-0.183 0.020 -0.021

Results
total energy: -1229.63056 Ha
HOMO energy: -9.728 eV
frontier orbital gap: 0.378 Ha
net charge: 0
SMILES: O[SiH2]c1ccncc1.CCOC(C)=O.CCOC(C)=O

No. 4
The following is a quantum chemistry calculation of a molecular structure, C13H23NORuS5, from the Open Molecules 2025 dataset.

Atoms and positions in Å:
Ru 0.4038 -0.4537 0.2175
C 2.2991 -2.8871 -0.9737
C 1.7154 -3.5965 0.2178
S 0.9792 -2.4566 1.4372
C -0.6801 -3.1156 1.7298
C -1.5589 -3.2310 0.5189
S -1.7305 -1.6417 -0.3606
C -1.5149 -2.1454 -2.0866
C -0.1996 -2.8114 -2.4151
S 1.1893 -1.7830 -1.8727
H 2.7028 -3.6186 -1.6764
H 3.1150 -2.2233 -0.6822
H 2.5326 -4.0903 0.7472
H 0.9780 -4.3560 -0.0365
H -1.0979 -2.4351 2.4730
H -0.5619 -4.0916 2.2063
H -2.5622 -3.5104 0.8443
H -1.2164 -3.9838 -0.1869
H -1.6459 -1.2202 -2.6494
H -2.3535 -2.8036 -2.3244
H -0.1187 -2.8832 -3.5009
H -0.0953 -3.8148 -2.0080
C 3.6863 2.6225 -0.8590
S 2.6563 1.3985 -1.6365
C 1.2340 2.4158 -2.0611
O 2.1697 0.5243 -0.4547
H 3.1360 3.1284 -0.0681
H 4.0109 3.3186 -1.6347
H 4.5521 2.1020 -0.4532
H 1.3142 2.7483 -3.0952
H 1.1666 3.2721 -1.3924
H 0.3665 1.7635 -1.9571
S -0.4254 0.7349 2.0493
C -1.3673 2.1996 1.9229
N -1.5637 2.8513 3.0899
C -2.2721 3.9916 3.1904
C -2.8359 4.5494 2.0708
C -2.6582 3.9115 0.8465
C -1.9256 2.7341 0.7729
H -1.1643 2.4538 3.9365
H -2.3627 4.4282 4.1754
H -3.4110 5.4604 2.1511
H -3.0950 4.3333 -0.0497
H -1.7907 2.2110 -0.1623

Forces on atoms 1 to 6 (eV/Å):
-0.675 -1.027 -1.785
0.192 -0.069 -0.324
-0.010 -0.129 0.190
-0.328 1.586 -0.427
0.152 -0.267 0.333
-0.329 -0.015 -0.103

Results
<S²>: 0.764
total energy: -2723.99062 Ha
HOMO energy (alpha / beta): -17.770 / -17.991 eV
frontier orbital gap (alpha / beta): 0.243 / 0.245 Ha
net charge: +3
2S+1: 2
energy relative to the best compared isomer or geometry (same formula, charge and spin): 0.0 kcal per mole

No. 5
The following is a quantum chemistry calculation of a molecular structure, C13H24BaCl2NO4P2, from the Open Molecules 2025 dataset.

Atoms and positions in Å:
Ba -0.4584 -1.3706 0.6539
P 0.3552 1.0567 2.7439
C -0.8256 2.1345 1.9496
C -1.0347 2.2769 0.5574
N -0.4888 1.4066 -0.3770
C -0.2318 1.9250 -1.5900
C -0.5970 3.2204 -1.9604
C -1.3337 4.0229 -1.0940
C -1.6376 3.4938 0.1377
C 0.6497 1.1460 -2.5532
P 0.5667 -0.6683 -2.3586
H -2.2363 4.0414 0.8665
H -0.2813 3.6081 -2.9222
H -1.7337 4.9910 -1.4192
H 0.3649 1.3985 -3.5914
H 1.7233 1.4064 -2.4139
H -4.3901 -1.3717 1.9156
H -1.6140 2.5715 2.5878
H -2.6547 -4.2304 -2.1385
O -3.5900 -0.8936 1.6320
H -3.6647 -0.9784 0.6591
H 1.2499 -4.3416 1.1798
O -2.7478 -3.3411 -1.7728
H -2.6938 -2.8061 -2.6005
C -0.7920 -0.9991 -3.5616
H -0.5513 -0.4924 -4.5077
H -0.8817 -2.0851 -3.7288
H -1.7297 -0.5884 -3.1558
C 2.0034 -1.0766 -3.4568
H 2.3444 -2.0953 -3.2318
H 1.7258 -1.0130 -4.5177
H 2.8211 -0.3760 -3.2476
C 1.2647 2.4783 3.4867
H 0.6198 2.9619 4.2226
H 2.2021 2.1845 3.9564
H 1.4907 3.2037 2.7064
C -0.6650 0.6224 4.2359
H -0.0783 -0.0673 4.8630
H -0.8918 1.5424 4.7974
H -1.6043 0.1232 3.9522
Cl 3.7528 -3.5854 3.0261
C 3.4643 -3.5531 1.2825
Cl 3.1020 -5.2673 0.6930
C 2.2550 -2.6912 1.1066
O 2.1168 -1.4534 1.1095
O 1.0468 -3.3842 1.1116
H 4.2884 -3.0865 0.7662

Forces on atoms 1 to 6 (eV/Å):
-1.513 2.529 -0.038
-1.159 1.114 0.174
-1.574 -1.462 -1.271
0.874 -0.162 1.432
0.110 -0.424 0.453
0.262 1.479 -0.616

Results
total energy: -2493.84912 Ha
HOMO energy: -7.969 eV
frontier orbital gap: 0.152 Ha
net charge: +1
energy relative to the best compared isomer or geometry (same formula, charge and spin): 82.8 kcal per mole